Formula: C34H52N4O2S4SbSeTc
Source: the Open Molecules 2025 dataset
Level of theory: ωB97M-V with the def2-TZVPD basis set

As for the gap between HOMO and LUMO (alpha / beta): 5.920 / 5.083 eV. Its multiplicity is 4. As for the energy: -163586.155 eV. Its energy above the lowest of the compared OMol25 structures with the same formula, charge and spin is 28.1 kcal per mole. As for the total charge: -1. The highest occupied orbital energy (alpha / beta) is -0.15136 / -0.15116 hartree. Its LUMO energy (alpha / beta) is 0.0662 / 0.0356 hartree.

Element x y z (Å)
Tc1 -1.8012 1.3231 0.8978
C1 3.1354 -4.8087 1.2567
C2 2.7621 -4.0560 -0.0268
C3 1.9131 -4.9792 -0.9007
C4 4.0405 -3.7077 -0.8014
C5 2.0144 -2.7732 0.3324
C6 0.6934 -2.5399 -0.0117
C7 0.0943 -1.3450 0.3510
Se1 -1.7052 -1.0058 -0.2056
C8 -1.2659 -0.3093 -1.9212
C9 -1.0067 -1.1774 -2.9764
C10 -0.6224 -0.6638 -4.1979
C11 -0.5711 0.7360 -4.3119
C12 -0.8239 1.6193 -3.2758
C13 -1.1333 1.0669 -2.0070
O1 -1.3030 1.8556 -0.9568
C14 -0.8180 3.1377 -3.4739
C15 0.2187 3.8028 -2.5545
C16 -2.2201 3.6846 -3.1586
C17 -0.4750 3.5197 -4.9142
C18 -0.2523 -1.5423 -5.3921
C19 1.1901 -1.2363 -5.8152
C20 -0.3449 -3.0298 -5.0536
C21 -1.1978 -1.2532 -6.5646
C22 0.7465 -0.3190 1.0432
O2 0.0992 0.8001 1.3572
C23 2.0923 -0.5457 1.4142
C24 2.6562 -1.7656 1.0520
C25 2.9860 0.4207 2.2184
C26 3.2192 -0.1914 3.6063
C27 2.4214 1.8336 2.4166
C28 4.3382 0.5903 1.5053
H1 3.6891 -5.7212 1.0183
H2 2.2382 -5.0853 1.8149
H3 3.7585 -4.1946 1.9101
H4 2.4867 -5.8737 -1.1524
H5 1.6238 -4.4910 -1.8350
H6 1.0045 -5.2997 -0.3858
H7 4.5491 -4.6204 -1.1235
H8 4.7384 -3.1327 -0.1899
H9 3.8038 -3.1136 -1.6870
H10 0.1152 -3.2667 -0.5673
H11 -1.1056 -2.2427 -2.8163
H12 -0.3129 1.1506 -5.2779
H13 -0.0214 3.6479 -1.5053
H14 0.2419 4.8786 -2.7491
H15 1.2167 3.3977 -2.7455
H16 -2.5102 3.4674 -2.1315
H17 -2.9615 3.2410 -3.8285
H18 -2.2356 4.7694 -3.2961
H19 0.5208 3.1718 -5.2029
H20 -0.4852 4.6081 -5.0009
H21 -1.2026 3.1224 -5.6269
H22 1.8774 -1.4070 -4.9832
H23 1.3021 -0.1978 -6.1321
H24 1.4881 -1.8795 -6.6482
H25 0.3273 -3.2959 -4.2338
H26 -0.0600 -3.6218 -5.9262
H27 -1.3607 -3.3167 -4.7719
H28 -1.1339 -0.2106 -6.8822
H29 -2.2335 -1.4525 -6.2805
H30 -0.9470 -1.8839 -7.4223
H31 3.6808 -1.9469 1.3571
H32 2.2676 -0.3493 4.1201
H33 3.8313 0.4785 4.2169
H34 3.7279 -1.1561 3.5411
H35 1.5992 1.8428 3.1281
H36 2.0636 2.2728 1.4875
H37 3.2168 2.4674 2.8182
H38 4.8668 -0.3524 1.3607
H39 4.9824 1.2422 2.0995
H40 4.1970 1.0508 0.5246
S1 -6.0226 3.6212 3.8935
Sb1 -4.7490 5.0759 2.7078
S2 -2.7246 3.4516 1.0886
S3 -4.0132 1.9781 0.4824
S4 -3.0181 5.7558 4.0239
C29 -3.6465 0.9872 3.4889
N1 -2.2013 0.9536 3.0419
C30 -1.4834 2.0305 3.8374
N2 -1.5902 1.8012 5.2621
C31 -3.0204 1.8333 5.6181
N3 -3.7549 0.7744 4.9171
C32 -3.1732 -0.5123 5.2674
N4 -1.7541 -0.5968 4.8914
C33 -1.6426 -0.3760 3.4629
C34 -1.0428 0.4887 5.5822
H41 -4.1801 0.1994 2.9562
H42 -4.0890 1.9467 3.2294
H43 -1.9406 2.9902 3.5996
H44 -0.4409 2.0326 3.5247
H45 -3.4429 2.8047 5.3521
H46 -3.1183 1.6779 6.6936
H47 -3.7206 -1.3089 4.7587
H48 -3.2536 -0.6592 6.3455
H49 -2.2004 -1.1526 2.9336
H50 -0.5983 -0.4176 3.1690
H51 0.0096 0.4600 5.2882
H52 -1.1132 0.3221 6.6581

***

Formula: C2HN7
Source: the Open Molecules 2025 dataset
Level of theory: ωB97M-V with the def2-TZVPD basis set

As for the gap between HOMO and LUMO (alpha / beta): 7.465 / 7.468 eV. As for the energy: -12511.458 eV. Its energy above the lowest of the compared OMol25 structures with the same formula, charge and spin is 94.7 kcal per mole. As for the total charge: 0. The highest occupied orbital energy (alpha / beta) is -0.33509 / -0.33475 hartree. Its LUMO energy (alpha / beta) is -0.0607 / -0.0603 hartree.

Element x y z (Å)
C1 0.9175 1.3058 0.0210
C2 -1.4972 0.0177 0.0237
N1 1.7031 0.5493 -0.5695
N2 2.0932 -0.6842 -0.6619
N3 1.2786 -1.5292 -0.1704
N4 -0.1350 1.8337 0.4494
N5 -0.8577 -1.0376 0.5213
N6 -1.2706 1.2573 0.0179
N7 0.2888 -1.4465 0.5094
H1 -2.5208 -0.2664 -0.1409

***

Formula: C34H40N9O2S
Source: the Open Molecules 2025 dataset
Level of theory: ωB97M-V with the def2-TZVPD basis set

As for the gap between HOMO and LUMO: 7.402 eV. As for the energy: -64231.644 eV. Its energy above the lowest of the compared OMol25 structures with the same formula, charge and spin is 113.9 kcal per mole. As for the total charge: +1. The highest occupied orbital energy is -0.41095 hartree. Its LUMO energy is -0.1389 hartree.

Element x y z (Å)
C1 -1.9681 1.7281 -6.3144
C2 -1.8929 1.8663 -4.7165
C3 -3.2032 2.0585 -3.8885
C4 -3.0842 2.1860 -2.3350
C5 -1.6888 2.1445 -1.6110
C6 -0.3809 1.9599 -2.4104
C7 1.0981 1.8691 -1.7909
N1 1.2102 0.8147 -0.7061
C8 1.6335 -0.5280 -1.1699
C9 0.4264 -1.4011 -1.8385
O1 1.0338 -2.1024 -2.9879
C10 0.2469 -1.9247 -4.1577
O2 0.7411 -1.4294 -5.2077
C11 0.8700 1.2138 0.5201
N2 0.4418 2.5712 0.8751
C12 0.1634 2.6327 2.2855
N3 0.4326 1.2651 2.6877
S1 0.1782 1.0118 4.3930
N4 0.8611 0.3967 1.7113
C13 1.2014 -1.0078 2.0383
N5 0.2415 -1.9949 1.3946
C14 -0.5414 1.8100 -3.9715
H1 -1.0198 2.1619 -6.7944
H2 -2.0858 0.6143 -6.5652
H3 -2.8594 2.3250 -6.7074
H4 -4.1898 2.1115 -4.4611
H5 -4.0604 2.3154 -1.7506
H6 -1.6801 2.2430 -0.4799
H7 1.4926 2.8952 -1.4301
H8 1.7788 1.6196 -2.6931
H9 2.2531 -1.1438 -0.4406
H10 2.3486 -0.3451 -2.0636
H11 -0.4488 -0.7555 -2.1831
H12 0.0368 -2.2235 -1.1532
H13 -0.8517 -2.2737 -4.2115
H14 -0.1738 3.5240 2.9043
H15 -0.8701 1.7863 4.8744
H16 1.2027 -1.2774 3.1467
H17 2.2900 -1.1804 1.6854
H18 -0.4187 -2.2206 2.1700
H19 -0.3376 -1.3869 0.7743
H20 0.4119 1.6397 -4.5935
N6 2.7927 0.3725 8.1451
C15 2.2605 -0.0787 6.9981
C16 2.2067 -1.4173 6.6464
C17 2.7367 -2.3480 7.5266
C18 3.2951 -1.9110 8.7184
C19 3.2970 -0.5496 8.9801
H21 1.8623 0.6871 6.3411
H22 1.7621 -1.7248 5.7077
H23 2.7143 -3.4051 7.2859
H24 3.7184 -2.6107 9.4283
H25 3.7189 -0.1582 9.9002
N7 -5.0879 -1.3290 -2.9939
C20 -4.0379 -1.4338 -3.8242
C21 -4.1025 -2.0156 -5.0800
C22 -5.3214 -2.5244 -5.5057
C23 -6.4225 -2.4313 -4.6671
C24 -6.2555 -1.8276 -3.4310
H26 -3.1065 -1.0240 -3.4449
H27 -3.2224 -2.0703 -5.7095
H28 -5.4121 -2.9886 -6.4817
H29 -7.3885 -2.8180 -4.9667
H30 -7.0874 -1.7278 -2.7413
N8 3.9341 -3.9063 4.5416
C25 3.3999 -4.3578 3.3946
C26 3.3445 -5.6961 3.0422
C27 3.8748 -6.6285 3.9215
C28 4.4351 -6.1919 5.1130
C29 4.4393 -4.8315 5.3765
H31 3.0010 -3.5910 2.7374
H32 2.8986 -6.0019 2.1039
H33 3.8516 -7.6856 3.6807
H34 4.8586 -6.8925 5.8217
H35 4.8630 -4.4419 6.2968
N9 -0.5768 7.9310 -1.9827
C30 -1.1123 7.4762 -3.1272
C31 -1.1629 6.1359 -3.4762
C32 -0.6264 5.2078 -2.5955
C33 -0.0649 5.6509 -1.4060
C34 -0.0665 7.0125 -1.1478
H36 -1.5156 8.2402 -3.7839
H37 -1.6099 5.8256 -4.4126
H38 -0.6454 4.1483 -2.8328
H39 0.3635 4.9540 -0.6950
H40 0.3576 7.4076 -0.2299

***

Which of these has the highest total charge? C34H40N9O2S

***

What is the total charge in the first record? -1